Molecular formula: C34H87ClN5O16
Method: DFT, ωB97M-V with the def2-TZVPD basis set

Each atom is followed by the atoms it is bonded to, with distances in Å.
Geometry (Å):
1 Cl -1.1450 25.9352 26.8887  O2 1.442, O3 1.441, O4 1.444, O5 1.402
2 O -0.7742 24.5477 27.0209  Cl1 1.442
3 O -0.2691 26.4059 25.8456  Cl1 1.441
4 O -2.4667 25.9393 26.3082  Cl1 1.444
5 O -1.0804 26.6632 28.0853  Cl1 1.402
6 C 6.4194 28.4237 28.8793  C7 1.578, H9 1.090, H10 1.090, H11 1.090
7 C 7.9820 28.3143 28.6890  C6 1.578, O8 1.458, H12 1.090, H13 1.090
8 O 8.3693 26.9495 28.3519  C7 1.458, H14 0.960
9 H 6.0510 29.4120 29.1542  C6 1.090
10 H 5.9428 27.8052 29.6399  C6 1.090
11 H 5.9755 28.0071 27.9752  C6 1.090
12 H 8.5418 28.6679 29.5549  C7 1.090
13 H 8.2741 28.9939 27.8885  C7 1.090
14 H 9.3203 26.8601 28.4480  O8 0.960
15 C 4.8723 31.0462 22.7440  C16 1.579, H18 1.090, H19 1.090, H20 1.090
16 C 5.1441 32.4199 23.4729  C15 1.579, O17 1.404, H21 1.090, H22 1.090
17 O 4.3767 33.3864 22.8034  C16 1.404, H23 0.960
18 H 5.1479 31.0647 21.6896  C15 1.090
19 H 3.8124 30.7928 22.7225  C15 1.090
20 H 5.3759 30.2220 23.2492  C15 1.090
21 H 6.2011 32.6624 23.3624  C16 1.090
22 H 4.8332 32.3012 24.5108  C16 1.090
23 H 3.4319 33.4021 22.9725  O17 0.960
24 C -7.3430 23.4350 31.2092  O25 1.430, H33 1.090, H34 1.090, H35 1.090
25 O -6.3193 22.4602 31.4262  C24 1.430, C26 1.436
26 C -5.5375 22.6127 32.6215  O25 1.436, C27 1.523, H36 1.090, H37 1.090
27 C -4.4406 21.5620 32.7294  C26 1.523, N28 1.458, H38 1.090, H39 1.090
28 N -5.0530 20.2400 32.7830  C27 1.458, C29 1.470, H40 1.010
29 C -4.0368 19.2202 32.4835  N28 1.470, C30 1.539, H41 1.090, H42 1.090
30 C -4.6159 17.7951 32.5234  C29 1.539, O31 1.438, H43 1.090, H44 1.090
31 O -5.6253 17.7243 31.5022  C30 1.438, C32 1.436
32 C -6.1356 16.3981 31.2937  O31 1.436, H45 1.090, H46 1.090, H47 1.090
33 H -8.1259 23.2546 31.9458  C24 1.090
34 H -7.7736 23.3156 30.2150  C24 1.090
35 H -6.9727 24.4507 31.3481  C24 1.090
36 H -6.1533 22.5968 33.5208  C26 1.090
37 H -5.1180 23.6186 32.6411  C26 1.090
38 H -3.8338 21.7847 33.6071  C27 1.090
39 H -3.7807 21.7419 31.8807  C27 1.090
40 H -5.7069 20.2437 32.0133  N28 1.010
41 H -3.2145 19.3399 33.1888  C29 1.090
42 H -3.6014 19.3825 31.4975  C29 1.090
43 H -5.0795 17.5555 33.4804  C30 1.090
44 H -3.7884 17.1074 32.3491  C30 1.090
45 H -6.7478 16.4332 30.3926  C32 1.090
46 H -6.7197 16.1118 32.1684  C32 1.090
47 H -5.3593 15.6696 31.0597  C32 1.090
48 C -5.9636 25.2801 20.9508  O49 1.418, H57 1.090, H58 1.090, H59 1.090
49 O -4.7481 25.6348 20.3134  C48 1.418, C50 1.425
50 C -4.8569 26.9574 19.7945  O49 1.425, C51 1.497, H60 1.090, H61 1.090
51 C -3.5205 27.6298 19.7492  C50 1.497, N52 1.475, H62 1.090, H63 1.090
52 N -2.4846 26.9081 18.9858  C51 1.475, C53 1.455, H64 1.010
53 C -1.2992 27.7424 18.8569  N52 1.455, C54 1.486, H65 1.090, H66 1.090
54 C -0.2660 26.8978 18.2039  C53 1.486, O55 1.428, H67 1.090, H68 1.090
55 O -0.1416 25.5865 18.7556  C54 1.428, C56 1.423
56 C 0.8617 24.9546 17.9692  O55 1.423, H69 1.090, H70 1.090, H71 1.090
57 H -6.1642 25.7866 21.8949  C48 1.090
58 H -5.9375 24.2130 21.1714  C48 1.090
59 H -6.7165 25.4306 20.1771  C48 1.090
60 H -5.4847 27.5883 20.4238  C50 1.090
61 H -5.3207 26.9314 18.8085  C50 1.090
62 H -3.1448 27.6769 20.7714  C51 1.090
63 H -3.5321 28.6697 19.4227  C51 1.090
64 H -2.9002 26.8073 18.0708  N52 1.010
65 H -1.0305 28.1947 19.8115  C53 1.090
66 H -1.4601 28.6189 18.2291  C53 1.090
67 H 0.6887 27.4115 18.3168  C54 1.090
68 H -0.4477 26.8373 17.1308  C54 1.090
69 H 0.4619 24.6217 17.0114  C56 1.090
70 H 1.3003 24.0853 18.4593  C56 1.090
71 H 1.7867 25.5261 17.8931  C56 1.090
72 C 3.1058 21.5159 23.7675  O73 1.400, H81 1.090, H82 1.090, H83 1.090
73 O 2.0124 20.6872 24.0487  C72 1.400, C74 1.451
74 C 2.3521 19.5527 24.8877  O73 1.451, C75 1.577, H84 1.090, H85 1.090
75 C 1.0894 18.6419 25.1369  C74 1.577, N76 1.448, H86 1.090, H87 1.090
76 N 0.2666 18.4842 23.9555  C75 1.448, C77 1.479, H88 1.010
77 C -0.8764 17.5573 24.1040  N76 1.479, C78 1.517, H89 1.090, H90 1.090
78 C -1.9667 17.9598 25.0792  C77 1.517, O79 1.439, H91 1.090, H92 1.090
79 O -2.3176 19.3491 24.9508  C78 1.439, C80 1.438
80 C -3.2223 19.6727 26.0205  O79 1.438, H93 1.090, H94 1.090, H95 1.090
81 H 3.8498 20.9996 23.1609  C72 1.090
82 H 3.5173 21.8479 24.7207  C72 1.090
83 H 2.8951 22.4687 23.2818  C72 1.090
84 H 2.9208 19.7968 25.7849  C74 1.090
85 H 3.0741 18.9538 24.3327  C74 1.090
86 H 0.5525 18.8676 26.0583  C75 1.090
87 H 1.5381 17.6849 25.4032  C75 1.090
88 H 0.8688 18.0730 23.2567  N76 1.010
89 H -0.4387 16.6052 24.4039  C77 1.090
90 H -1.3393 17.2486 23.1667  C77 1.090
91 H -1.5548 17.7259 26.0609  C78 1.090
92 H -2.7669 17.2480 24.8762  C78 1.090
93 H -4.1150 19.0533 26.1076  C80 1.090
94 H -3.5434 20.7111 25.9384  C80 1.090
95 H -2.6604 19.5450 26.9457  C80 1.090
96 C 8.5302 32.1247 42.6304  O97 1.388, H105 1.090, H106 1.090, H107 1.090
97 O 8.4056 30.7915 42.2656  C96 1.388, C98 1.411
98 C 7.8299 30.5759 40.9958  O97 1.411, C99 1.535, H108 1.090, H109 1.090
99 C 7.5250 29.0885 40.7705  C98 1.535, N100 1.428, H110 1.090, H111 1.090
100 N 6.9198 28.6469 39.5550  C99 1.428, C101 1.464, H112 1.010
101 C 5.4873 28.9501 39.5531  N100 1.464, C102 1.499, H113 1.090, H114 1.090
102 C 4.7908 28.4214 38.3359  C101 1.499, O103 1.491, H115 1.090, H116 1.090
103 O 3.4887 29.1407 38.2279  C102 1.491, C104 1.404
104 C 2.6765 28.6088 37.2135  O103 1.404, H117 1.090, H118 1.090, H119 1.090
105 H 8.8734 32.1374 43.6649  C96 1.090
106 H 7.6251 32.7195 42.5076  C96 1.090
107 H 9.3226 32.5664 42.0262  C96 1.090
108 H 8.4755 30.8955 40.1778  C98 1.090
109 H 6.9393 31.1842 40.8381  C98 1.090
110 H 7.0127 28.7754 41.6802  C99 1.090
111 H 8.5260 28.6589 40.8096  C99 1.090
112 H 7.0997 27.6578 39.4578  N100 1.010
113 H 5.3094 30.0244 39.6006  C101 1.090
114 H 5.0069 28.5269 40.4353  C101 1.090
115 H 4.6610 27.3487 38.4796  C102 1.090
116 H 5.3850 28.6502 37.4512  C102 1.090
117 H 2.4313 27.6145 37.5866  C104 1.090
118 H 3.1361 28.6471 36.2259  C104 1.090
119 H 1.7017 29.0911 37.1401  C104 1.090
120 C -0.5365 40.5140 24.1657  O121 1.388, H129 1.090, H130 1.090, H131 1.090
121 O -0.7596 39.2593 24.7155  C120 1.388, C122 1.451
122 C -1.1160 38.1925 23.7993  O121 1.451, C123 1.515, H132 1.090, H133 1.090
123 C -1.3150 36.9900 24.6985  C122 1.515, N124 1.466, H134 1.090, H135 1.090
124 N -1.4964 35.6768 24.0728  C123 1.466, C125 1.473, H136 1.010
125 C -1.5106 34.5692 25.0445  N124 1.473, C126 1.562, H137 1.090, H138 1.090
126 C -2.8343 34.5189 25.8726  C125 1.562, O127 1.433, H139 1.090, H140 1.090
127 O -3.8708 34.0046 25.0270  C126 1.433, C128 1.458
128 C -5.1654 33.6840 25.6150  O127 1.458, H141 1.090, H142 1.090, H143 1.090
129 H 0.4923 40.6195 23.8214  C120 1.090
130 H -0.6017 41.2752 24.9432  C120 1.090
131 H -1.1863 40.8072 23.3411  C120 1.090
132 H -0.2153 38.1013 23.1922  C122 1.090
133 H -1.9716 38.4590 23.1788  C122 1.090
134 H -2.2402 37.2286 25.2231  C123 1.090
135 H -0.5111 36.9576 25.4339  C123 1.090
136 H -2.3526 35.6604 23.5373  N124 1.010
137 H -0.6624 34.5976 25.7285  C125 1.090
138 H -1.3810 33.6590 24.4589  C125 1.090
139 H -3.0512 35.5211 26.2422  C126 1.090
140 H -2.8043 33.8049 26.6957  C126 1.090
141 H -5.6126 34.5934 26.0164  C128 1.090
142 H -5.0948 32.8252 26.2826  C128 1.090
143 H -5.8738 33.4322 24.8258  C128 1.090

* orbital gap: 6.9 eV
* strongest force on any atom: 5.630 eV Å⁻¹
* charge: -1